The following is a DFT calculation (ωB97M-V/def2-TZVPD) of a 2-piece molecular cluster, CH4FOP overall at a distorted geometry.

Calculated values
HOMO energy, Eh: -0.3752
Energy relative to the best compared isomer or geometry (same formula, charge and spin), kcal per mole: 59.62
Frontier orbital gap, eV: 10.55
SMILES: C=O.FP

ORCA input file:
```
! RIJCOSX wB97M-V def2-TZVPD def2/J DEFGRID3
* xyz 0 1
C -1.2062 -0.3367 -0.7463
O -2.0273 -0.8765 -0.0641
H -1.2826 0.7056 -0.8302
H -0.2935 -0.7880 -1.2943
F 3.2371 1.1192 0.7722
P 3.9198 -0.0374 -0.0899
H 4.9833 0.9137 -0.0839
H 4.5517 -0.7220 1.0059
*
```


The following is a DFT calculation (ωB97M-V/def2-TZVPD) of C5H10OS in the gas phase at a distorted geometry.

Calculated values
HOMO energy, Eh: -0.3239
Energy relative to the best compared isomer or geometry (same formula, charge and spin), kcal per mole: 43.21
Frontier orbital gap, eV: 9.53
SMILES: C/C=C/[C@](C)(O)S

ORCA input file:
```
! RIJCOSX wB97M-V def2-TZVPD def2/J DEFGRID3
* xyz 0 1
C -0.7710 1.3020 -2.5445
C -0.7264 0.6466 -1.1765
C 0.2750 0.2990 -0.3122
C 0.0565 -0.4188 1.1908
C 1.0376 -1.5436 1.3680
O -1.2450 -0.9242 1.4851
S 0.5768 0.8796 2.4487
H -1.3616 0.6027 -3.2204
H 0.1769 1.6074 -3.0671
H -1.3707 2.2495 -2.4393
H -1.6937 0.2625 -0.9182
H 1.3290 0.3823 -0.4793
H 0.9484 -2.2276 2.2473
H 2.0352 -1.0875 1.2454
H 0.8927 -2.3420 0.5359
H -2.0467 -0.3714 1.4698
H 1.8870 0.6835 2.1663
*
```


The following is a DFT calculation (ωB97M-V/def2-TZVPD) of an isolated ion of composition CH6N6 and charge +2 at a distorted geometry.

Calculated values
HOMO energy (spin up / spin down), Eh: -0.6527 / -0.7312
Energy relative to the best compared isomer or geometry (same formula, charge and spin), kcal per mole: 43.82
Frontier orbital gap (spin up / spin down), eV: 8.33 / 6.64

ORCA input file:
```
! RIJCOSX wB97M-V def2-TZVPD def2/J DEFGRID3
* xyz 2 3
C -0.6938 -0.5904 0.0548
N -1.7827 0.1323 -0.1716
N -2.9789 -0.0531 0.1111
N -4.0841 -0.0547 0.1914
N 0.9370 1.4255 -0.8561
N 0.4959 -0.1175 -0.1245
N 1.7483 -0.6245 0.3294
H -0.8649 -1.5375 0.4973
H 0.8292 2.0973 -0.0741
H 0.0616 1.5284 -1.4204
H 2.2972 0.2522 0.3464
H 2.2773 -1.3260 -0.1732
H 1.7578 -1.1319 1.2896
*
```


The following is a DFT calculation (ωB97M-V/def2-TZVPD) of C7H12O in the gas phase.

Calculated values
HOMO energy (spin up / spin down), Eh: -0.2764 / -0.2764
Energy relative to the best compared isomer or geometry (same formula, charge and spin), kcal per mole: 67.56
Frontier orbital gap (spin up / spin down), eV: 7.83 / 7.83

ORCA input file:
```
! RIJCOSX wB97M-V def2-TZVPD def2/J DEFGRID3
* xyz 0 1
C 1.1816 0.0992 0.5188
C 1.7588 -1.2624 0.6857
C 1.8558 -1.3658 -0.8155
C -2.5013 0.2334 -0.4990
C -0.4547 1.9961 0.7241
C -1.1053 -0.2394 -0.2243
C -0.1508 0.5419 0.4153
O -0.7535 -1.3549 -0.8059
H 0.3323 -1.2632 -1.0675
H 1.9262 0.8935 0.5355
H 1.0510 -1.9805 1.0965
H 2.6836 -1.2848 1.2643
H 1.6380 -2.3423 -1.2486
H 2.6985 -0.8687 -1.2784
H -2.8956 0.8330 0.3209
H -2.5214 0.8496 -1.4053
H -3.1522 -0.6239 -0.6655
H -1.1019 2.0873 1.6007
H -0.9507 2.5094 -0.1035
H 0.4615 2.5425 0.9517
*
```


The following is a DFT calculation (ωB97M-V/def2-TZVPD) of C18H22IN3Pt as an isolated structure at a distorted geometry.

Calculated values
HOMO energy (spin up / spin down), Eh: -0.5345 / -0.5726
Frontier orbital gap (spin up / spin down), eV: 7.44 / 5.65

ORCA input file:
```
! RIJCOSX wB97M-V def2-TZVPD def2/J DEFGRID3
* xyz 2 5
C 2.8518 3.5617 0.5019
C 3.5813 2.3038 0.0145
H 2.2821 4.0308 -0.3029
H 3.5567 4.3014 0.9186
H 2.1288 3.3682 1.3096
H 2.9527 1.7036 -0.6515
H 4.4857 2.5894 -0.5425
H 3.9112 1.6728 0.8433
C -2.8053 1.5401 -0.9081
C -3.9349 1.2928 -1.6710
C -3.8699 0.3523 -2.7034
C -2.6964 -0.3576 -2.9319
H -2.7718 2.2525 -0.0804
H -4.8335 1.8644 -1.4423
H -4.7492 0.1821 -3.3223
H -2.6132 -1.0969 -3.7286
N -1.6565 0.8870 -1.1744
C -1.5663 -0.0864 -2.1332
C -0.3801 -0.9079 -2.0130
N 0.4779 -0.5168 -1.0223
C 1.5123 -1.3045 -0.6480
C 0.7255 -3.0515 -2.1266
C 1.5775 -2.6180 -1.1033
H 2.2125 -0.8617 0.0656
H 2.2974 -3.2858 -0.6380
C -0.2157 -2.1641 -2.6279
H -0.8700 -2.4205 -3.4543
H 0.8158 -4.0585 -2.5296
Pt -0.0350 1.1508 0.1236
I -0.4054 3.2576 1.3462
C -2.2424 -1.5097 0.8476
C -1.0712 -1.3091 1.7102
C -0.6896 -2.0529 2.8433
C 0.4654 -1.4535 3.3891
C 0.8126 -0.3766 2.5508
C 1.9661 0.5278 2.6012
N -0.1259 -0.3135 1.5619
H -3.0486 -0.7853 1.0278
H -2.6786 -2.5071 1.0004
H -1.9723 -1.4604 -0.2111
H -1.2222 -2.9288 3.1855
H 1.0227 -1.7322 4.2725
H 1.6457 1.5755 2.5812
H 2.5327 0.3660 3.5236
H 2.6396 0.3786 1.7483
*
```


The following is a DFT calculation (ωB97M-V/def2-TZVPD) of C7H32O9 as an isolated structure at a distorted geometry.

Calculated values
HOMO energy, Eh: -0.2829
Energy relative to the best compared isomer or geometry (same formula, charge and spin), kcal per mole: 398.91
Frontier orbital gap, eV: 6.57

ORCA input file:
```
! RIJCOSX wB97M-V def2-TZVPD def2/J DEFGRID3
* xyz 0 1
O -1.9890 -2.6640 -1.2396
H -1.9150 -3.2570 -0.4296
H -2.9530 -2.7320 -1.4216
H -1.4200 -1.7780 -1.2416
O -0.9840 -0.4490 -0.3176
H -0.0730 -0.0630 0.1364
C -3.1450 0.7850 -2.5996
O -1.9340 -0.0290 -2.8676
H -4.0340 0.2660 -2.2096
H -3.0240 1.1570 -3.6626
H -2.8910 1.5440 -1.9856
H -1.4030 0.1990 -2.1656
C 1.7850 -1.8770 -1.6526
O 1.1050 -2.2400 -0.5516
H 2.5820 -2.6050 -1.7796
H 2.1390 -0.7750 -1.5056
H 1.1470 -1.8050 -2.5286
H 0.4120 -1.4530 -0.5326
C -3.0840 1.8030 1.4894
O -3.2230 0.8750 0.5074
H -2.2840 2.4330 1.4534
H -2.3820 1.2620 2.2284
H -3.9930 2.3120 1.8854
H -2.4110 0.4250 0.4204
C -0.0230 2.8340 -1.1596
O 1.3080 3.3970 -1.1346
H 0.1620 2.1550 -1.9326
H -0.7050 3.5790 -1.1336
H -0.2460 2.3760 -0.0136
H 1.8640 3.1320 -0.4836
C 3.0830 1.1640 0.6824
O 2.7890 2.4880 0.9304
H 3.7040 0.9820 -0.3066
H 2.0720 0.7000 0.6464
H 3.7340 0.6930 1.4904
H 2.8220 2.6320 1.7974
C -0.2110 -1.7660 2.9864
O -0.8940 -0.7070 2.4764
H 0.6110 -2.1740 2.3634
H -0.7360 -2.6080 2.9274
H 0.2010 -1.4480 3.9704
H -0.9930 -0.5680 1.4924
C 2.3060 -1.5700 1.0374
O 3.4330 -0.6840 0.9824
H 2.7500 -2.6050 1.2924
H 1.9230 -1.4370 -0.1166
H 1.3930 -1.3030 1.6744
H 3.6260 -0.5980 0.0994
*
```


| no. | energy (eV) |
| --- | --- |
| 1 | -15154.0354 |
| 2 | -18228.0255 |
| 3 | -10046.5834 |
| 4 | -9497.8889 |
| 5 | -34822.7587 |
| 6 | -26187.8033 |